132
Properties=species:S:1:pos:R:3:forces:R:3 method="wB97M-V/def2-TZVPD" gap_ev=9.304 spin_multiplicity=1 molar_mass_g_mol=682.0 largest_force_ev_per_a=3.4 charge=0 e_tot_ev=-61553.61511 smiles=COC[C@H](C)N.COC[C@H](C)N.COC[C@H](C)N.CCO.CCO.CCO.CCO.CCO.CCO.CCO.CCO.CCO
C -0.991143 5.287435 -3.130831 0.43 0.24 -0.48
O -1.500043 6.621119 -3.252705 -0.49 -1.49 0.47
C -0.517379 7.557468 -3.589418 0.06 0.67 1.07
C 0.361331 7.930109 -2.341890 -1.76 0.04 -1.21
C -0.519629 8.611634 -1.274255 0.83 -0.38 -0.16
N 1.421653 8.802599 -2.832164 -0.28 -0.09 0.53
H -0.809922 4.900791 -4.133708 0.29 -0.09 -0.14
H -1.635407 4.550067 -2.651970 -0.64 0.70 0.13
H -0.065270 5.273963 -2.555784 0.16 -0.01 -0.10
H 0.085494 7.271057 -4.451173 0.25 -0.40 -0.07
H -1.096403 8.426716 -3.901233 0.24 0.27 0.06
H 0.713062 6.998657 -1.898288 0.31 -0.12 0.03
H -1.095573 9.454925 -1.655354 0.24 0.08 -0.05
H 0.185085 8.918106 -0.501238 -0.24 0.41 0.26
H -1.211131 7.909572 -0.808370 0.03 -0.11 -0.19
H 2.041118 8.980123 -2.054455 0.33 0.24 -0.06
H 1.946127 8.300894 -3.534522 0.24 0.02 -0.09
C 6.162935 2.552788 1.195340 1.43 1.44 0.57
O 7.128656 3.377665 1.921422 0.23 -1.45 0.29
C 8.050923 2.632626 2.767324 -0.21 1.26 -0.59
C 9.057381 3.647335 3.360256 0.25 -0.01 -1.46
C 9.879094 4.355119 2.272649 -0.34 1.02 -0.91
N 9.983103 2.884994 4.129015 0.56 -1.00 1.73
H 5.641882 1.924279 1.917538 -0.25 -0.13 -0.36
H 6.669499 2.013842 0.394688 0.06 -0.51 0.21
H 5.545394 3.291859 0.684938 -0.42 -0.24 0.32
H 7.569154 2.032591 3.539307 -0.46 0.42 0.31
H 8.635214 1.883243 2.233355 0.09 0.02 -0.72
H 8.531255 4.381465 3.970447 0.02 -0.12 0.16
H 10.165389 3.691896 1.456385 -0.21 -0.30 -0.02
H 10.824663 4.784981 2.603113 0.03 -0.26 0.71
H 9.408853 5.225700 1.815405 -0.52 -0.16 -0.15
H 10.558365 2.298102 3.541890 -0.12 -0.18 -0.28
H 10.654397 3.471037 4.604439 -0.13 0.21 0.17
C 3.162260 -3.769931 -4.761241 -0.62 -0.33 0.08
O 1.745140 -3.670940 -4.691848 0.16 0.73 0.65
C 1.156981 -3.908510 -5.944984 -0.38 -1.28 0.57
C -0.387827 -4.034028 -5.854756 1.17 -0.34 -0.19
C -0.905386 -4.617046 -7.157400 -0.55 -0.57 0.14
N -1.003195 -2.761322 -5.569180 0.10 0.42 -0.17
H 3.559827 -3.657548 -3.752574 -0.01 0.34 -0.17
H 3.563494 -3.058147 -5.482675 0.19 0.28 0.18
H 3.442888 -4.765789 -5.104198 0.06 -0.25 -0.11
H 1.429417 -3.141668 -6.670132 0.01 0.25 -0.21
H 1.609728 -4.857160 -6.233406 -0.26 -0.30 -0.81
H -0.680156 -4.697609 -5.040935 0.31 -0.22 0.04
H -1.976950 -4.422355 -7.201588 0.00 0.08 -0.20
H -0.796227 -5.701515 -7.146469 0.11 -0.06 -0.02
H -0.430537 -4.274768 -8.076903 0.09 0.37 0.13
H -0.610076 -2.161400 -6.280275 -0.33 0.69 -0.25
H -0.575967 -2.422340 -4.719094 -0.09 0.20 0.39
C -4.825771 -8.287852 -0.727379 -0.04 0.93 0.21
C -4.338765 -7.096719 0.172766 0.24 -1.18 -1.84
O -4.252996 -7.537417 1.496411 -0.17 0.30 0.85
H -5.810321 -8.615058 -0.393157 -0.05 0.00 0.08
H -4.152268 -9.143942 -0.687190 0.20 0.07 0.26
H -4.918536 -8.044606 -1.785830 0.04 0.30 0.03
H -4.946223 -6.201706 0.038420 -0.56 -0.23 0.46
H -3.360377 -6.758885 -0.168875 0.36 -0.19 -0.06
H -4.317029 -8.495250 1.503316 0.01 0.03 0.02
C -7.260572 3.697350 1.478171 1.38 0.49 -0.14
C -7.706983 3.527932 2.906743 -1.10 -0.49 -0.90
O -9.142632 3.666035 2.880004 0.35 0.03 1.11
H -6.231192 3.339048 1.468171 0.21 0.00 -0.61
H -7.239928 4.750904 1.199430 0.15 0.25 0.23
H -7.838752 3.265601 0.661223 -0.17 -0.69 0.62
H -7.138440 4.180105 3.569723 -0.47 0.64 0.04
H -7.465501 2.550008 3.323228 -0.38 -0.30 -0.35
H -9.369889 4.597329 2.931358 0.04 0.07 0.01
C -7.470572 -3.776632 -6.119662 -0.90 -0.82 -1.16
C -6.993813 -4.544598 -4.899234 -0.53 -0.40 -2.42
O -6.363645 -3.577481 -4.184227 1.03 1.17 3.06
H -6.642558 -3.396867 -6.718212 0.13 0.08 0.14
H -8.107728 -2.944353 -5.820565 0.22 0.05 0.23
H -8.088231 -4.362977 -6.799963 -0.01 -0.27 -0.13
H -6.304991 -5.357896 -5.127638 0.05 -0.22 -0.38
H -7.847836 -5.032395 -4.429327 0.08 0.51 0.73
H -5.536525 -3.329910 -4.603964 -0.04 -0.09 -0.08
C -0.247317 4.898625 4.793514 -0.69 -0.63 0.10
C -1.786687 4.814059 4.497240 1.05 0.81 0.10
O -2.452446 5.437154 5.575118 -0.73 -0.25 0.66
H 0.169473 5.904507 4.844384 -0.36 0.23 -0.49
H 0.395701 4.280842 4.166637 -0.18 0.08 -0.25
H -0.113129 4.540773 5.814324 -0.12 -0.28 0.05
H -2.173891 3.798727 4.411871 0.33 -0.13 0.38
H -2.140524 5.300956 3.588484 0.59 0.12 -0.40
H -2.181320 6.355031 5.649880 0.10 0.01 -0.15
C 4.497475 2.725900 -5.455943 -1.06 -0.78 0.35
C 5.413724 3.885313 -5.248429 0.28 0.43 0.06
O 4.849819 5.095397 -5.792884 0.28 -0.56 0.41
H 3.910855 2.784967 -6.372718 0.58 -0.20 -0.35
H 3.720682 2.619150 -4.698769 -0.07 0.63 0.34
H 5.017586 1.779653 -5.306981 0.26 -0.04 -0.64
H 6.399364 3.713622 -5.681009 -0.04 -0.14 -0.40
H 5.617438 3.948140 -4.179477 -0.13 0.50 0.25
H 5.591485 5.620377 -6.102615 -0.11 0.17 0.01
C 1.936857 -7.628019 -0.070976 -1.07 -0.24 0.07
C 3.059732 -6.962722 0.660047 0.38 0.31 -0.34
O 3.250178 -7.579036 1.907554 0.49 -0.23 0.38
H 1.058698 -7.739185 0.565096 -0.18 0.44 0.22
H 2.164986 -8.675246 -0.269409 0.38 0.13 -0.46
H 1.611970 -7.082164 -0.956741 0.19 -0.19 -0.20
H 2.962239 -5.889675 0.824907 -0.52 0.22 -0.24
H 3.955404 -7.043646 0.044146 0.33 -0.29 0.32
H 2.533029 -7.262060 2.461470 -0.03 -0.14 0.27
C -3.202227 0.117792 7.926575 0.22 -0.13 0.99
C -3.927991 1.209410 8.715405 -0.37 0.50 -1.01
O -4.844686 1.892908 7.868950 -0.48 0.23 -0.27
H -2.738612 0.476343 7.007544 0.01 0.31 0.15
H -3.818339 -0.736925 7.647308 -0.30 0.19 0.16
H -2.426791 -0.249341 8.598888 0.30 -0.27 -0.19
H -3.262579 1.996598 9.069893 0.55 -0.43 0.36
H -4.528933 0.873432 9.560431 0.28 -0.44 -0.01
H -4.340591 2.590166 7.443131 -0.20 0.08 -0.20
C 0.724765 -5.297303 6.948624 -0.14 0.33 0.76
C -0.500318 -5.500449 6.066771 0.02 0.90 0.25
O -0.242041 -6.403015 5.064114 0.56 -1.90 -1.66
H 1.682775 -5.201002 6.437704 -0.33 0.02 -0.66
H 0.914588 -6.071448 7.692110 -0.43 -0.30 -0.12
H 0.617291 -4.376231 7.521486 -0.13 0.09 0.03
H -0.788043 -4.606863 5.512858 0.08 0.88 0.71
H -1.413374 -5.893152 6.514215 0.14 0.52 1.26
H -1.121719 -6.542635 4.705962 0.24 -0.54 -0.64
C -1.359820 -0.944957 0.420519 1.29 -0.51 0.62
C 0.114904 -1.466490 0.206453 -2.90 -0.31 0.66
O 0.499175 -0.897606 -1.001438 1.32 -0.29 -0.76
H -1.712105 -1.304127 1.387463 -0.29 0.24 0.05
H -2.045459 -1.266775 -0.363339 0.28 -0.33 -0.03
H -1.358525 0.143761 0.367675 0.10 0.02 0.31
H 0.103677 -2.551728 0.105225 -0.28 -0.27 -0.03
H 0.771226 -1.338780 1.067278 0.14 0.89 -0.04
H 0.772909 -1.685470 -1.476761 0.35 0.54 -0.81


10
Properties=species:S:1:pos:R:3:forces:R:3 method="wB97M-V/def2-TZVPD" gap_ev="10.240 / 10.239" spin_multiplicity=1 molar_mass_g_mol=91.1 largest_force_ev_per_a=7.5 charge=+1 e_tot_ev=-9975.57113
C 1.526893 0.582566 -0.428859 -2.39 -3.50 -6.19
C -0.807779 -0.407637 0.145378 3.92 3.81 3.08
C 0.002900 0.345002 1.306120 -2.61 0.09 1.32
O 0.899377 -0.336413 -1.197061 2.91 5.38 4.07
O -1.571520 -0.889658 -0.448007 -3.49 -2.30 -2.36
F -0.875588 0.797169 2.270425 0.91 -0.49 -1.60
H 1.564266 1.701707 -0.551603 -0.16 -0.99 -0.84
H 1.986296 0.222794 0.419881 2.08 -1.02 1.29
H 0.502774 -0.511284 1.701996 0.91 -0.53 0.53
H 0.722261 1.146845 0.958108 -2.08 -0.45 0.69